Record 1
Entry from the OMol25 dataset: a structure of composition C11H15AsMoN10O in a non-equilibrium geometry (ωB97M-V with the def2-TZVPD basis set).

The geometry in XYZ format:
```
39
Properties=species:S:1:pos:R:3:forces:R:3:lowdin_charge:R:1
Mo 0.182012 0.200981 0.543794 -1.9 -1.2 -0.5 1.50
N 3.617256 0.522367 0.637625 -0.1 -0.1 0.0 0.15
C 2.979631 0.257920 1.829788 0.0 0.1 -0.2 -0.49
N 3.579285 -0.000342 2.959515 0.0 -0.1 0.3 0.04
N 2.561343 -0.183638 3.847654 0.0 0.1 -0.2 -0.07
N 1.424659 -0.045183 3.286013 0.3 0.0 -0.1 -0.07
N 1.644181 0.245751 1.959102 0.4 0.0 0.8 -0.21
C 2.971544 1.141053 -0.399139 -0.1 0.1 0.1 -0.47
N 3.569235 1.724580 -1.406663 0.0 0.2 -0.3 0.05
N 2.556143 2.238037 -2.151321 0.1 0.1 0.2 -0.06
N 1.421032 1.986776 -1.631999 0.2 -0.4 0.1 -0.08
N 1.632237 1.252089 -0.482531 0.5 0.3 -0.6 -0.17
H 4.621555 0.590073 0.656142 0.0 0.0 0.0 0.15
N -0.418764 -1.419641 0.786120 0.6 0.2 -0.3 -0.20
C -0.301557 -2.795829 0.539123 0.0 0.2 0.1 -0.36
C -1.444933 -3.571363 0.380169 -0.1 0.0 0.0 -0.05
C -1.330832 -4.928877 0.123026 0.0 0.0 0.0 -0.09
C -0.080820 -5.525203 0.029073 0.0 0.0 0.0 -0.09
C 1.062864 -4.754266 0.200914 0.0 0.0 0.0 -0.08
C 0.956249 -3.398350 0.455567 0.0 0.2 0.1 -0.04
H -2.414879 -3.096885 0.461558 0.0 0.0 0.0 0.11
H -2.224614 -5.526840 -0.001998 0.0 0.0 0.0 0.10
H 0.001783 -6.585580 -0.172988 0.0 0.0 0.0 0.10
H 2.041800 -5.212806 0.139241 0.0 0.0 0.0 0.10
H 1.834445 -2.784629 0.606212 0.1 0.0 0.0 0.10
C -1.015902 3.767255 -1.941334 0.2 -0.1 0.0 -0.22
As -1.865146 2.368184 -0.956666 -0.2 0.0 -0.1 1.00
C -2.083937 2.944083 0.858300 0.0 0.0 0.0 -0.21
C -3.598896 2.178691 -1.735284 0.0 -0.1 0.0 -0.20
O -1.166468 0.836170 -0.978227 0.3 0.5 0.6 -0.65
H -1.753463 4.558281 -2.068898 0.0 0.0 0.0 0.04
H -0.701188 3.360521 -2.898495 0.0 0.0 0.0 0.05
H -0.137738 4.126603 -1.412583 0.0 0.0 0.0 0.03
H -2.730311 3.819320 0.896521 0.0 0.0 0.0 0.05
H -1.114215 3.191938 1.284603 0.1 0.0 0.0 0.04
H -2.528316 2.124814 1.416921 -0.1 0.0 0.1 0.04
H -4.148016 3.115832 -1.684607 0.0 0.0 0.0 0.05
H -4.132820 1.396824 -1.202563 -0.1 0.0 0.0 0.05
H -3.464438 1.881288 -2.771685 0.0 0.0 -0.1 0.05
```
Positions in Å, forces in eV/Å.

Properties
Energy above the lowest of the compared OMol25 structures with the same formula, charge and spin in eV: 0.2443
HOMO energy (spin up / spin down) in eV: -8.38 / -8.55
Spin multiplicity: 3
Frontier orbital gap (spin up / spin down) in eV: 8.17 / 7.54
Lowest unoccupied orbital energy (spin up / spin down) in eV: -0.22 / -1.01
Expectation value of S²: 2.046

---

Record 2
Entry from the OMol25 dataset: a cluster of 8 separate species, C37H94N7O14 in total in a non-equilibrium geometry (ωB97M-V with the def2-TZVPD basis set).

The geometry in XYZ format:
```
152
Properties=species:S:1:pos:R:3:forces:R:3:lowdin_charge:R:1
O -11.570429 -14.662008 -18.328630 3.0 0.3 1.4 0.08
C -12.758119 -14.859244 -18.786604 -7.1 -0.5 -1.3 -0.93
O -12.919059 -15.317044 -19.935258 2.2 -0.8 -2.0 -0.05
O -13.795759 -14.619046 -18.138415 0.6 0.9 2.5 -0.04
H -11.126495 -15.152040 -19.024616 1.5 0.1 -0.3 0.06
C -13.217074 -17.915008 -14.908023 0.2 -0.3 0.1 -0.13
O -12.183517 -17.170747 -14.308773 0.0 0.0 0.6 -0.20
C -11.287607 -16.564108 -15.254563 -1.3 0.9 0.6 -0.17
C -10.651112 -15.296498 -14.574326 -0.3 -1.0 -0.5 -0.19
N -9.331179 -15.573160 -14.047598 0.7 1.2 0.9 -0.05
C -8.846704 -14.428351 -13.215617 0.3 -1.6 -0.4 -0.18
C -7.365003 -14.649028 -12.765953 -1.7 -0.7 -0.4 -0.19
O -6.478864 -14.516976 -13.889791 -0.8 1.0 0.5 -0.22
C -5.138493 -14.686217 -13.525205 0.1 -0.7 -0.4 -0.12
H -12.790218 -18.730215 -15.492244 -0.1 -0.2 -0.3 0.07
H -13.888070 -17.329471 -15.536510 0.2 0.4 -0.3 0.08
H -13.852222 -18.361329 -14.142840 0.2 0.1 0.3 0.08
H -11.946451 -16.281117 -16.075508 0.4 0.5 -0.4 0.10
H -10.591019 -17.316566 -15.624265 0.5 0.2 0.1 0.11
H -11.286287 -14.974631 -13.749055 -0.3 -0.3 0.1 0.11
H -10.633743 -14.441784 -15.250548 -0.1 0.0 -0.5 0.11
H -8.696646 -15.695150 -14.823863 -0.1 -0.4 0.1 0.03
H -9.571310 -14.399844 -12.401842 0.5 0.0 0.7 0.11
H -8.961946 -13.438904 -13.658123 0.3 0.2 -0.6 0.11
H -7.231283 -15.658417 -12.376915 -0.3 -0.3 0.0 0.12
H -7.231670 -14.017857 -11.887347 0.9 0.8 -0.3 0.11
H -4.974734 -15.742558 -13.312088 0.1 -0.2 0.8 0.09
H -4.881893 -14.020372 -12.701247 0.3 -0.1 0.1 0.09
H -4.486087 -14.543411 -14.386643 -0.2 0.6 -0.1 0.09
C -5.629396 -25.431704 -18.413074 -0.3 -0.2 0.2 -0.12
O -6.632744 -24.730012 -19.097496 0.1 -0.1 -0.5 -0.19
C -7.034246 -23.534623 -18.464186 -0.5 -0.2 1.1 -0.25
C -8.079834 -22.913735 -19.353063 -0.8 0.2 -0.6 -0.22
N -8.494226 -21.557116 -19.100790 1.7 1.7 1.3 -0.07
C -9.017817 -21.310667 -17.727306 -1.2 -1.4 -2.3 -0.19
C -9.703206 -19.967622 -17.668530 1.2 -1.2 2.0 -0.28
O -10.658683 -19.885831 -18.644734 -0.3 -0.3 -0.6 -0.17
C -11.397730 -18.696087 -18.573073 -0.2 1.0 -0.9 -0.07
H -5.916591 -25.603297 -17.375689 0.2 0.5 0.5 0.08
H -4.684506 -24.897982 -18.515221 0.2 -0.2 0.3 0.09
H -5.549132 -26.458201 -18.770802 0.1 0.2 -0.7 0.08
H -6.235970 -22.857438 -18.160435 0.6 0.2 -0.8 0.13
H -7.430395 -23.802419 -17.484664 -0.5 -0.2 0.3 0.11
H -9.014797 -23.472503 -19.311715 0.1 -1.1 -0.1 0.12
H -7.664469 -22.973024 -20.359076 -0.2 0.0 -0.2 0.12
H -9.256948 -21.281603 -19.702827 0.1 -0.1 -0.3 0.10
H -8.321254 -21.545408 -16.922448 0.1 0.4 -0.2 0.12
H -9.853626 -22.010267 -17.736137 -0.3 -0.6 1.1 0.11
H -8.878491 -19.255922 -17.630746 -0.4 1.0 -0.5 0.12
H -10.217973 -19.994035 -16.708109 0.1 0.5 0.5 0.12
H -10.738656 -17.877464 -18.862181 -0.1 0.3 -0.2 0.08
H -11.818415 -18.395437 -17.613530 0.1 -0.6 0.4 0.07
H -12.227545 -18.768385 -19.276126 0.2 0.1 0.0 0.10
C -9.935449 -5.616372 -18.222279 0.0 -0.4 -0.5 -0.10
O -10.259135 -6.715876 -19.089481 0.0 -0.2 2.1 -0.18
C -10.183905 -6.365650 -20.424953 -0.4 0.5 -0.5 -0.27
C -10.436707 -7.519446 -21.364651 -0.8 -1.1 0.9 -0.21
N -11.783529 -8.120024 -21.266046 -0.1 0.6 -1.5 -0.07
C -11.941845 -9.319280 -22.136588 0.2 0.2 2.2 -0.17
C -11.192127 -10.557782 -21.517294 -1.3 0.9 -2.0 -0.22
O -11.879130 -11.686968 -22.053659 1.4 0.8 0.8 -0.19
C -11.190679 -12.838444 -21.655959 -0.5 -1.4 -0.4 -0.14
H -10.209287 -5.803375 -17.183944 -0.1 -0.5 -0.2 0.08
H -10.456669 -4.703769 -18.511388 -0.2 0.1 -0.3 0.08
H -8.864281 -5.417009 -18.253155 0.2 0.0 -0.1 0.08
H -9.191580 -5.956626 -20.614891 0.2 0.2 -0.4 0.12
H -10.946376 -5.600207 -20.569287 0.0 0.4 -0.5 0.12
H -9.720570 -8.314832 -21.158190 0.7 0.1 0.0 0.11
H -10.283467 -7.171042 -22.386035 0.0 0.0 -0.1 0.12
H -12.125024 -8.306298 -20.333954 0.5 0.0 0.1 0.10
H -11.617201 -9.095468 -23.152773 0.3 0.0 0.1 0.11
H -13.004668 -9.548967 -22.212454 0.0 -0.1 0.2 0.11
H -11.146515 -10.599896 -20.429062 -0.4 0.2 0.2 0.12
H -10.162766 -10.481016 -21.867494 0.4 -0.5 -0.1 0.10
H -11.089395 -13.005453 -20.583600 -0.3 0.4 0.3 0.09
H -10.177400 -12.904811 -22.052144 0.2 0.3 -0.4 0.07
H -11.790534 -13.666649 -22.033264 0.2 -0.2 0.1 0.09
C -14.134815 -11.916579 -19.668464 -0.3 -0.4 -0.2 -0.10
O -15.487521 -12.320852 -19.725064 0.2 1.0 0.1 -0.15
C -16.337166 -11.538664 -18.919160 -0.6 -1.3 -0.8 -0.24
C -17.747780 -12.011730 -19.255217 -0.5 -1.3 0.6 -0.18
N -18.016325 -13.470289 -18.945558 -0.2 1.8 -0.9 -0.02
C -19.370005 -13.880031 -19.361908 1.1 0.5 1.2 -0.20
C -19.671510 -15.220821 -18.709008 -0.6 1.0 -0.7 -0.26
O -18.642899 -16.094241 -18.989002 -0.3 0.2 -0.8 -0.15
C -18.825933 -17.318384 -18.438327 0.7 -2.0 1.2 -0.18
H -13.963187 -10.914785 -20.062225 -0.3 0.6 -0.1 0.07
H -13.603546 -12.580924 -20.350014 0.1 -0.2 0.5 0.08
H -13.786226 -11.946901 -18.636149 0.3 -0.3 0.0 0.09
H -16.315069 -10.473875 -19.151165 0.3 0.4 -0.2 0.11
H -16.116024 -11.641726 -17.856814 0.1 -0.3 0.2 0.11
H -17.955831 -11.797930 -20.303599 0.0 -0.1 -0.1 0.11
H -18.443758 -11.452512 -18.629933 -0.3 0.6 -0.1 0.09
H -18.084614 -13.406680 -17.939886 0.5 -0.7 0.3 0.05
H -19.488656 -13.880361 -20.445425 0.3 -0.3 -0.1 0.11
H -20.098430 -13.171011 -18.968476 -0.6 0.3 0.0 0.10
H -20.640133 -15.495144 -19.126896 -0.3 -0.8 -0.3 0.11
H -19.879299 -15.166733 -17.640367 0.4 0.4 0.5 0.11
H -18.126928 -18.046159 -18.850442 0.1 0.2 -0.4 0.08
H -19.807796 -17.791277 -18.458817 -0.7 0.3 -0.7 0.08
H -18.596603 -17.358466 -17.373472 0.2 0.4 0.6 0.08
C -18.313187 -19.089719 -23.158855 0.7 -0.7 0.4 -0.09
C -17.312709 -18.296070 -22.292150 1.0 0.7 -2.0 -0.41
C -16.169236 -17.702566 -23.245669 -0.7 0.5 1.7 -0.18
O -15.298491 -16.841805 -22.515529 -0.5 -0.4 0.2 -0.17
C -14.074392 -16.610673 -23.159943 0.2 -0.9 -0.2 -0.12
N -17.984865 -17.229464 -21.584421 -0.2 -0.4 0.2 0.06
H -18.974161 -19.665349 -22.510889 -0.3 0.2 0.1 0.07
H -17.808711 -19.862952 -23.738275 0.1 0.0 -0.4 0.06
H -18.904159 -18.458489 -23.822490 0.1 0.1 0.0 0.07
H -16.843445 -18.940374 -21.548671 0.1 -0.1 0.0 0.13
H -16.689397 -17.097505 -23.988260 -0.1 0.0 -0.5 0.12
H -15.604872 -18.496764 -23.734383 0.0 -0.3 -0.1 0.11
H -14.223687 -16.298489 -24.193555 0.0 0.6 -0.2 0.08
H -13.532970 -17.552775 -23.245903 0.2 -0.5 0.0 0.07
H -13.399987 -15.970481 -22.591222 -0.6 0.4 0.2 0.08
H -18.572531 -16.712612 -22.222858 0.2 0.5 -0.5 0.08
H -18.692904 -17.733132 -21.069548 -0.2 0.2 0.8 0.05
C -7.803678 -13.737985 -17.303904 -1.3 -0.5 -0.6 -0.03
C -8.363864 -15.208471 -17.317768 1.0 0.6 -1.5 -0.37
C -8.215110 -15.929473 -18.716781 -1.0 1.2 0.4 -0.15
O -9.188047 -15.388880 -19.621495 0.4 0.9 0.0 -0.23
C -8.865132 -15.404499 -21.009260 -0.5 -1.0 0.4 -0.09
N -7.621075 -15.954440 -16.336544 0.8 -1.1 -0.1 0.02
H -8.199265 -13.167758 -18.144416 -0.5 0.2 0.3 0.07
H -6.728686 -13.581690 -17.393665 0.3 -0.9 0.1 0.07
H -8.102250 -13.330851 -16.337883 -0.1 0.4 -0.1 0.07
H -9.412981 -15.269798 -17.028482 -0.1 0.6 -0.4 0.10
H -8.431641 -16.993491 -18.621532 0.3 -0.2 0.2 0.11
H -7.206760 -15.765487 -19.096826 0.2 -0.1 -0.1 0.12
H -8.555472 -16.430191 -21.209675 0.4 0.0 -0.6 0.09
H -8.143415 -14.670222 -21.367089 0.4 0.1 0.5 0.08
H -9.770220 -15.220908 -21.588236 -0.2 -0.1 0.4 0.08
H -6.867743 -16.420062 -16.822117 0.3 -0.3 0.1 0.08
H -7.168852 -15.311780 -15.702034 0.2 0.0 0.2 0.04
C -16.584743 -15.732987 -14.428824 -0.4 -0.4 1.2 -0.07
C -17.166987 -14.839636 -15.499400 -0.1 0.5 -0.2 -0.42
C -17.486667 -13.419671 -14.935011 0.5 -0.8 -1.5 -0.16
O -17.967521 -12.559722 -15.989757 0.5 -0.3 0.9 -0.21
C -17.810709 -11.215893 -15.610599 0.1 0.3 -0.6 -0.13
N -16.370306 -14.898740 -16.726327 -0.1 0.7 0.7 0.08
H -15.884488 -15.314357 -13.705988 0.4 0.6 -0.4 0.08
H -16.071635 -16.580414 -14.883464 -0.2 -0.1 0.1 0.06
H -17.371644 -16.082343 -13.760373 -0.3 -0.4 0.0 0.07
H -18.151440 -15.220296 -15.771539 -0.2 -0.4 0.0 0.11
H -16.570153 -13.023221 -14.498074 0.1 0.3 0.0 0.12
H -18.263163 -13.487239 -14.173042 0.0 -0.1 0.3 0.12
H -16.770104 -10.971312 -15.397466 0.3 -0.2 0.2 0.09
H -18.417351 -10.953174 -14.743958 -0.2 0.1 0.1 0.08
H -18.060533 -10.588848 -16.466457 -0.4 -0.1 0.0 0.08
H -15.992325 -15.831126 -16.815143 -0.4 -0.4 -0.4 0.06
H -15.495168 -14.404016 -16.628927 0.3 0.7 -0.3 0.05
```
Positions in Å, forces in eV/Å.

Properties
Total charge: -1
HOMO energy in eV: -3.79
Frontier orbital gap in eV: 6.05
Lowest unoccupied orbital energy in eV: 2.26

---

Record 3
Entry from the OMol25 dataset: a structure of composition C27H29BrN4O3PtS3SeSi in a non-equilibrium geometry (ωB97M-V with the def2-TZVPD basis set).

The geometry in XYZ format:
```
70
Properties=species:S:1:pos:R:3:forces:R:3:lowdin_charge:R:1
Pt -0.336482 -1.928354 -0.096541 -0.6 -0.2 -0.3 0.64
C -0.601152 -3.309001 4.799357 0.1 0.2 -0.1 -0.07
N 0.253933 -2.422130 4.009870 0.1 0.0 -0.1 -0.19
C 1.540164 -2.996866 3.585005 0.0 0.1 0.2 -0.07
C -0.358440 -1.657672 3.105851 -0.1 0.0 -0.1 -0.32
N -0.890244 -1.000796 2.313534 0.1 0.0 0.2 0.19
H -0.092395 -3.529298 5.739825 0.0 0.0 0.0 0.08
H -0.811126 -4.236641 4.261768 0.0 -0.1 0.0 0.05
H -1.540556 -2.803760 5.015405 0.0 0.0 0.0 0.09
H 2.134539 -3.192906 4.479562 0.0 0.0 0.0 0.08
H 2.056212 -2.286342 2.947372 0.0 0.1 -0.1 0.06
H 1.380108 -3.916240 3.018361 0.0 0.0 0.0 0.03
O 1.776214 -1.913789 0.227472 -0.3 -0.1 0.1 -0.38
C 2.364754 -0.748645 -0.198578 0.1 0.2 0.0 -0.65
C 3.874499 -1.006865 -0.278409 0.0 -0.1 -0.1 -0.47
C 4.432937 -2.241133 -0.418046 0.0 0.0 0.1 -0.11
C 5.846694 -2.197985 -0.567911 0.0 0.0 0.0 -0.20
C 6.337408 -0.926074 -0.541549 0.0 -0.1 0.0 -0.45
S 5.079803 0.215295 -0.335761 0.0 0.2 0.0 1.02
C 1.905706 -0.363375 -1.614167 0.2 0.1 0.1 -0.46
C 2.091016 0.783508 -2.324625 -0.1 0.0 0.0 -0.13
C 1.514119 0.734333 -3.626811 0.0 -0.2 0.1 -0.18
C 0.922754 -0.469705 -3.875554 -0.2 0.3 -0.1 -0.42
S 1.035334 -1.525601 -2.535339 -0.1 -0.3 0.4 1.04
C 2.054465 0.432133 0.728895 -0.1 0.0 0.1 -0.47
C 1.063549 1.358252 0.602202 -0.1 -0.1 -0.1 -0.12
C 0.937274 2.217029 1.728450 0.0 0.0 0.1 -0.17
C 1.830506 1.914894 2.709258 -0.1 0.0 -0.1 -0.43
S 2.832945 0.601123 2.258708 0.1 -0.1 0.1 1.00
H 3.819056 -3.129618 -0.398216 0.0 0.0 0.0 0.12
H 6.471131 -3.074623 -0.676540 0.0 0.0 0.0 0.09
H 7.365346 -0.607076 -0.606582 0.0 0.0 0.0 0.05
H 2.589911 1.652186 -1.917673 0.0 0.0 0.0 0.12
H 1.520432 1.561680 -4.322579 0.0 0.0 0.0 0.07
H 0.388629 -0.771009 -4.762816 0.0 0.0 0.0 0.06
H 0.416747 1.391419 -0.261775 -0.1 0.1 0.0 0.10
H 0.217786 3.021909 1.790604 0.0 0.0 0.0 0.10
H 1.968658 2.410214 3.657172 0.0 0.0 0.0 0.05
C -2.914408 -0.340109 -3.160603 0.0 -0.2 -0.1 -0.15
Si -3.004270 -0.304322 -1.294553 0.3 2.0 -0.1 0.38
C -4.773542 0.131152 -0.836278 -0.1 -0.4 0.0 -0.16
C -2.908498 1.579736 1.751959 0.0 0.3 -0.3 -0.08
C -2.384910 -1.829708 -0.540376 0.7 -0.7 0.4 -0.43
H -3.400684 0.544476 -3.578793 0.0 0.0 0.0 0.03
H -3.408918 -1.232845 -3.554889 0.0 0.0 -0.1 0.03
H -1.873282 -0.350009 -3.491880 0.0 0.0 0.0 0.00
H -5.075416 1.107798 -1.218291 0.1 0.0 0.0 0.03
H -4.930550 0.123333 0.243433 0.0 0.0 0.0 0.02
H -5.424219 -0.634613 -1.272934 -0.1 0.0 0.0 0.02
H -1.996238 1.962626 2.216724 0.0 0.0 0.1 0.08
H -2.727636 0.543226 1.472518 0.0 -0.1 0.0 0.04
H -3.749042 1.645549 2.441754 0.0 0.0 0.1 0.08
H -2.597228 -2.628498 -1.266220 -0.1 -0.1 0.1 0.00
H -2.949988 -2.077122 0.365943 0.0 0.0 0.0 -0.01
Br 0.876471 4.719588 -3.860599 0.1 0.0 -0.2 0.64
C -0.293828 4.655917 -2.358114 -0.3 -0.2 0.5 -0.72
C -0.541179 5.842573 -1.672133 0.2 0.3 -0.3 -0.30
N -1.366773 5.855058 -0.600973 -0.1 -0.3 0.1 0.01
C -1.925526 4.734889 -0.213301 0.1 0.5 0.0 -0.14
C -1.723962 3.459647 -0.850605 -0.5 -1.3 0.4 -0.16
C -0.850818 3.458515 -1.993394 0.4 0.2 -0.3 -0.10
C -2.334975 2.309064 -0.395946 0.5 1.3 -0.3 -0.43
O -3.251305 2.383229 0.616002 -0.3 -0.4 0.5 -0.12
O -2.084259 1.109493 -0.942635 -0.1 -1.6 -0.3 -0.13
H -0.078801 6.771933 -1.976121 0.0 0.0 0.0 0.05
H -2.582106 4.786549 0.647916 0.0 0.0 0.0 0.09
H -0.637120 2.544351 -2.528612 0.0 0.0 0.0 0.08
Se -0.712502 -4.499549 1.218778 0.0 0.6 -0.6 0.53
C -0.841259 -5.793236 -0.088387 0.0 0.2 0.1 -0.89
N -0.925447 -6.617142 -0.898581 0.0 0.0 0.1 -0.03
```
Positions in Å, forces in eV/Å.

Properties
Energy above the lowest of the compared OMol25 structures with the same formula, charge and spin in eV: 2.9213
Total charge: -2
HOMO energy (spin up / spin down) in eV: 0.72 / 0.00
Frontier orbital gap (spin up / spin down) in eV: 2.86 / 3.96
Lowest unoccupied orbital energy (spin up / spin down) in eV: 3.57 / 3.96